No. 1
110
Properties=species:S:1:pos:R:3:forces:R:3:lowdin_charge:R:1 method="wB97M-V/def2-TZVPD" smiles="NC(N)=O.NC(N)=O.NC(N)=O.NC(N)=O.CC(C)O.CC(C)O.CC(C)O.CC(C)O.CC(C)O.CC(C)O.CO" relative_energy_kcal_mol=267.4 total_energy_ha=-2182.4725 homo_lumo_gap_ev=7.9
N -5.529876 2.426608 -3.885178 -1.3 1.5 -3.1 0.140
H -4.330188 -3.878593 2.000931 0.9 0.1 -0.8 0.070
H 0.020528 -2.892497 4.340559 2.8 0.9 -0.3 0.172
O 4.208558 3.194160 -3.875878 3.1 -4.7 4.3 -0.118
H -0.467296 0.652874 -0.918266 -1.7 2.6 -0.3 0.033
H -4.119300 -0.964662 2.162927 -0.1 0.5 2.3 0.050
C -4.082074 -1.015459 1.131538 1.1 -1.5 -1.5 -0.060
C 4.650218 2.234859 -2.974637 -3.8 5.3 -4.7 -0.637
H 0.580611 2.879265 -0.429864 -0.6 -0.5 -0.3 0.067
C 1.257484 2.844299 -3.632386 -0.1 1.3 -3.6 -0.050
H 4.128103 -4.449714 -0.562612 -0.2 1.5 1.4 0.128
H 4.143437 1.048279 -1.422646 -0.8 0.7 -1.2 0.085
H -0.350256 2.976586 -5.094593 0.5 1.3 -0.6 0.139
C -5.819450 0.804896 0.862063 0.2 0.8 -2.0 -0.018
H -2.379792 -0.671821 -1.639443 -0.3 -0.2 -0.1 0.067
O -1.723982 -3.565831 1.945734 3.3 5.5 1.9 -0.012
H -4.020350 -5.561139 1.500651 -0.8 -0.2 0.9 0.082
H -0.022045 -0.131639 4.538541 1.5 -0.9 1.8 0.063
C 0.216677 -0.099252 -0.912974 1.6 -0.7 -0.1 -0.042
H 2.001872 3.913520 2.062324 -0.9 1.2 -1.1 0.040
H 3.192945 -3.791597 0.865592 -0.6 0.3 -0.3 0.059
N 0.356150 0.382698 2.434240 6.4 0.9 -2.4 0.168
C 2.634393 3.603328 2.841128 -0.5 -1.4 -1.3 -0.007
C -0.209133 3.021806 -4.018779 1.5 -5.9 -1.9 -0.607
C 3.766381 2.827784 2.100813 -4.0 7.6 -4.5 -0.655
H -0.417370 0.893259 -4.009546 -0.1 -0.8 -0.5 0.068
H -5.912253 2.908304 -1.676238 2.0 0.2 -0.1 0.151
H 3.327741 -2.441570 3.620328 0.0 0.3 -0.5 0.115
C -1.457014 -5.955604 1.744675 -1.0 -0.3 0.8 -0.037
H -2.777192 0.634856 0.230696 -0.2 1.3 -0.2 0.100
H 5.351785 -2.256460 -0.700052 0.5 -0.3 0.0 0.144
H 2.286117 2.082778 0.961790 -1.5 0.1 -0.9 0.044
H 2.988777 -2.486094 -2.100255 0.1 -0.4 0.2 0.103
H 3.824795 -1.058839 -2.037922 1.2 1.2 -0.7 0.047
C -0.560501 -1.305699 -0.676994 -5.8 3.1 0.3 -0.655
H 5.439087 2.307672 2.659772 -1.1 -0.3 0.6 0.155
C -1.678975 -1.512124 -1.669581 -0.7 1.9 0.0 -0.001
C -3.620550 -4.720255 2.077044 -1.7 -1.1 1.4 -0.065
C -0.832289 0.340566 2.923484 -6.8 3.4 -6.0 -0.621
H 1.687470 2.016380 -4.230885 -0.1 0.5 0.4 0.099
O -0.866414 3.939233 -3.422034 -2.2 6.2 1.6 0.001
H -1.288542 -1.515618 -2.681707 0.2 -0.2 -0.2 0.093
H 6.245068 1.055905 -2.259491 -0.6 1.9 -1.0 0.145
C -0.292460 3.252527 0.109542 -1.5 0.2 -1.3 -0.069
H 1.544211 -2.115271 4.978512 -0.3 -0.4 -0.6 0.109
O -1.242238 3.837827 -0.857602 1.3 -0.8 0.8 -0.117
H 4.951057 -3.794506 0.954768 -1.1 -0.2 -0.8 0.110
O 0.676924 -2.756684 1.867410 4.2 1.5 4.8 -0.070
H 1.832550 3.772610 -3.848736 -0.2 -0.8 0.4 0.096
C 3.331735 1.974429 1.001230 -1.0 -1.2 -0.6 -0.029
C 4.064019 -3.623588 0.251819 2.4 -2.7 -0.2 -0.033
H 1.250406 2.622408 -2.631610 0.2 -0.5 2.8 0.014
N 5.889837 1.948479 -2.695853 3.7 0.2 -0.3 0.141
C 3.422258 -1.778378 -1.388815 -1.9 -1.9 -2.2 -0.035
N 3.804394 1.587121 -2.239585 -3.5 -2.0 1.9 0.152
C -4.836845 1.933037 -2.879196 3.9 -7.7 -4.1 -0.633
H -2.451246 -4.612476 0.446620 0.4 -0.1 -0.2 0.146
H 4.430168 -0.526791 0.212115 -0.1 0.4 0.4 0.090
H -0.960203 3.784469 -2.469962 -0.1 0.0 0.1 0.039
H 6.432363 2.699602 -3.127597 0.9 -1.1 0.3 0.126
H 0.635208 -2.339684 0.013032 1.3 -1.2 0.9 0.046
H 0.139581 4.006234 0.693109 0.3 1.4 1.2 0.049
H 4.388128 3.694776 1.637584 -1.3 -0.6 0.0 0.169
H 0.444621 0.520936 1.415208 -0.3 0.0 1.3 0.068
N -4.882029 2.672086 -1.835649 -2.0 0.8 5.3 0.151
H -2.156407 -2.443635 -1.431730 -0.4 -0.4 -0.1 0.082
O 0.069972 -2.404384 -0.743449 4.7 -6.1 -0.3 0.010
N -0.879790 0.088176 4.163702 -4.5 -0.8 3.9 0.189
H 2.984566 4.427488 3.371932 0.9 1.4 0.7 0.060
H -4.597728 2.003515 -1.097011 0.6 1.3 0.3 0.060
H 2.582406 -1.294274 -0.923161 -0.5 -0.1 0.2 0.059
H -0.991312 -1.252098 0.356603 -0.3 0.7 -0.4 0.128
O -3.638262 1.069144 0.016137 6.9 4.7 0.3 -0.039
H -6.622972 0.086142 0.993568 0.2 -0.4 0.3 0.068
N 2.768721 -2.141103 2.824437 0.3 -0.4 -1.1 0.153
C -4.483708 0.194362 0.342752 -7.1 -6.5 -0.4 -0.646
H 0.821968 0.047573 -0.034214 1.1 0.1 -0.2 0.054
H -0.674481 -5.978742 0.977926 0.5 -0.1 0.8 0.076
C 1.459174 -2.498412 2.925533 -2.0 -0.9 -4.1 -0.558
O -4.160863 0.716200 -3.018508 -3.4 6.2 0.8 -0.117
C -2.244668 -4.649775 1.539558 -3.1 -4.1 -3.1 -0.675
H -1.823458 -0.143577 4.569089 1.9 0.5 -0.4 0.174
O -1.940836 0.711967 2.156747 5.1 -2.1 3.5 -0.103
N 1.063637 -2.587706 4.212788 -3.9 -0.9 0.6 0.135
H -3.591316 -4.844885 3.183399 -0.1 -0.7 -0.5 0.093
H -5.394128 1.939885 -4.741413 0.0 -0.4 -0.6 0.095
H 3.468981 0.910836 1.139481 0.4 -0.3 0.5 0.075
O 4.114546 -1.359589 0.560645 1.0 4.5 6.3 -0.066
H -6.138889 1.315087 -0.121047 -0.1 0.2 2.1 0.075
C -0.980666 1.757493 -3.706212 -0.5 -1.1 0.8 -0.057
H -2.160241 -6.760037 1.466584 0.4 0.1 0.1 0.070
H -3.057154 -1.316952 0.887150 0.0 0.2 0.0 0.058
H -1.121480 1.644812 -2.606235 -0.1 0.2 -0.6 0.071
H -5.716321 1.444920 1.779919 0.0 -0.3 -1.1 0.096
H 3.213594 -2.188493 1.872839 -0.7 0.4 1.8 0.069
H 3.781267 2.269636 0.095321 0.2 0.3 -1.1 0.058
C 4.334397 -2.277356 -0.316972 -0.3 -2.8 -5.0 -0.596
H -1.890832 4.406282 -0.441966 0.0 -0.1 0.4 0.099
H -1.986866 1.807319 -4.172377 0.6 -0.3 0.3 0.088
H 1.895711 3.144165 3.483375 0.3 -1.2 0.4 0.076
H -4.703036 -0.290962 -0.667288 -1.0 0.0 0.8 0.138
H -5.690987 3.445548 -4.042443 0.4 -1.4 0.8 0.136
O 4.491893 2.300196 2.933114 8.3 -5.4 7.7 0.035
H -1.015999 -3.295040 1.349460 0.3 0.2 0.6 0.061
H -0.830046 2.531632 0.729910 0.3 -0.2 -0.1 0.071
H -4.652073 -1.903934 0.813697 -0.2 0.5 0.1 0.090
H 0.765558 -0.179171 -1.849407 0.2 0.3 0.0 0.109
H 2.786244 1.711520 -2.421831 1.4 -0.3 0.4 0.094
H -1.204659 -6.125980 2.851648 0.2 0.3 -1.7 0.105
H 1.330752 0.487597 2.958740 -3.2 -0.6 -1.2 0.182

---

No. 2
112
Properties=species:S:1:pos:R:3:forces:R:3:lowdin_charge:R:1 method="wB97M-V/def2-TZVPD" charge=+1 total_energy_ha=-3352.5539 homo_lumo_gap_ev=6.3
H 7.165555 -1.164540 -1.174158 0.2 0.1 0.2 0.074
C -1.095978 0.417313 -1.078841 -0.3 0.3 0.1 -0.158
H -0.541648 -5.030216 3.397742 -0.2 2.8 -0.6 0.140
C -1.944364 4.336510 -1.060747 0.1 0.4 0.1 -0.147
H 0.029726 -4.906827 6.575630 -1.9 1.7 0.6 0.122
H -5.269825 4.030292 7.570935 0.2 0.1 0.1 0.080
H 4.611186 -3.041101 -3.366539 -0.1 -0.2 -0.2 0.074
H -1.148173 -2.591822 8.614140 1.8 -0.5 -1.6 0.083
H -1.251617 3.472298 0.530578 -0.2 -0.2 -0.5 0.089
H -0.403231 -0.446899 0.512485 -0.2 -0.2 -0.5 0.042
H 7.368698 -1.593624 -5.489498 0.3 0.1 -0.4 0.051
H 3.292705 2.663429 -4.721778 0.2 -0.1 0.1 0.086
H 0.990795 -3.617743 4.086508 -0.9 0.0 1.1 0.114
O -1.891389 6.314410 -4.186021 0.4 -0.5 -0.1 -0.137
H -6.288688 -5.329429 -0.075103 -0.1 -0.3 0.0 0.079
C -1.851047 -3.696737 5.770323 0.7 -1.9 0.6 -0.547
H -3.864365 6.745994 -4.578158 -0.1 0.1 0.3 0.051
H 3.007397 6.063844 -2.481306 -0.1 0.0 -0.2 0.078
H -5.090975 -6.187696 -1.093346 -0.2 -0.2 0.1 0.080
H -2.304059 -4.706906 5.323385 0.8 2.5 0.9 0.124
C -2.137369 -3.965865 2.149999 0.6 0.3 1.6 0.024
C 7.267122 -2.309562 -7.288440 -0.2 0.1 0.2 -0.166
H -0.092599 -0.892687 -4.371324 0.0 0.0 -0.2 0.081
H -5.802902 2.000968 6.649868 0.2 0.3 -0.4 0.092
H -2.384816 4.037382 -2.014690 0.1 0.0 0.2 0.079
H 4.358249 -0.807100 -3.809207 0.3 -0.2 -0.3 0.082
H -7.304475 5.926048 -6.304862 -0.1 -0.3 0.0 0.078
O 1.317212 3.134181 -4.392396 -0.2 0.1 -0.2 -0.143
H 1.883860 6.662833 -5.023103 0.0 -0.4 0.4 0.098
H -4.514190 -4.009743 -0.675337 0.2 -0.3 0.4 0.089
H 6.444213 -1.654635 -7.585328 -0.1 -0.2 -0.2 0.078
H -0.179273 0.982510 -1.264459 -0.2 0.3 -0.1 0.082
O -5.369334 6.613950 -6.183646 0.1 0.5 -0.3 -0.146
O 2.476973 -4.970149 2.798452 -0.7 0.8 0.0 -0.148
C 3.714109 -5.467588 3.274206 0.4 0.0 0.0 -0.146
H 1.442221 -0.378740 -5.119195 0.0 0.0 0.2 0.089
H -3.506214 6.174533 -2.918906 -0.2 0.1 0.1 0.062
H 2.894177 3.246481 -3.075819 0.2 -0.1 0.1 0.073
C 2.554348 2.636742 -3.916641 -0.1 0.2 -0.2 -0.158
H 4.452466 -5.440901 2.469069 0.1 -0.1 0.2 0.086
H 2.549846 -1.396595 5.881246 -0.4 0.1 -1.9 0.170
H -4.506638 1.801094 4.217336 0.4 -2.6 -1.1 0.102
H 0.466899 0.800525 -4.204134 -0.1 0.0 -0.3 0.063
O -5.339966 2.627328 6.067792 -0.4 -0.4 0.1 -0.154
H 7.877998 -2.720493 -0.673468 -0.1 0.0 -0.2 0.077
H 5.126535 -3.240775 -5.061731 0.0 0.2 0.1 0.078
C 2.823848 6.728531 -3.328646 0.1 0.2 -0.1 -0.147
H 0.868997 -0.464160 -2.336037 0.4 -0.2 -0.3 0.041
C -1.240112 -1.367346 4.245329 -1.0 0.5 -1.7 -0.647
C 4.504181 -2.653445 -4.382611 -0.4 -0.2 0.2 -0.155
H -2.057788 -0.769898 2.190859 -0.8 -0.3 2.4 0.139
H -2.659078 4.951928 -0.508865 0.0 0.2 -0.2 0.080
C -1.210988 -4.055816 3.309581 -1.3 0.5 -2.8 -0.090
H -4.621756 -0.132570 4.491131 0.3 2.0 -1.7 0.107
H -3.378529 -1.524145 3.311755 1.7 1.5 0.4 0.133
H 4.053938 -4.857849 4.115029 0.2 -0.2 0.1 0.074
H -2.016588 5.394724 -4.475764 0.2 0.6 0.1 0.080
C -5.265760 -5.710436 -0.125916 -0.2 0.0 -0.2 -0.154
O 7.989717 -1.710732 -6.228464 0.0 0.1 0.5 -0.129
N 0.049689 -1.125238 3.435083 3.7 0.4 3.1 -0.408
H 2.418208 1.605046 -3.584148 0.0 0.2 0.0 0.048
O 6.900632 -2.735676 -2.475754 -0.1 0.1 -0.3 -0.141
C -2.460419 -0.796162 3.315306 0.0 0.0 -1.9 -0.225
C -4.592982 3.495084 6.900440 -0.1 0.0 0.2 -0.151
H 3.777735 7.010728 -3.780967 0.1 0.1 0.2 0.080
O -4.353547 -4.641528 0.046114 0.2 0.6 -0.2 -0.159
H -1.027659 4.901707 -1.246365 -0.2 0.1 -0.2 0.085
H 0.312002 -2.179818 7.349132 -1.5 -1.5 1.2 0.008
O 2.030032 6.048660 -4.283592 -0.2 0.0 -0.6 -0.139
H -4.852160 0.648687 2.696252 1.3 0.0 2.0 0.115
O -1.640589 3.175504 -0.309697 0.2 0.0 0.7 -0.156
H -3.872290 2.913719 7.480842 0.1 0.2 0.1 0.073
H 6.877591 -3.277579 -6.963881 -0.1 -0.1 -0.3 0.069
C -0.839341 -4.212800 6.992068 -0.8 0.1 0.6 -0.248
I -1.040519 0.115446 5.833448 -0.8 -1.1 1.5 1.058
C 7.694448 -2.055805 -1.520807 0.0 0.1 -0.2 -0.157
H -5.111393 -6.441050 0.671491 0.0 0.2 -0.1 0.082
H 0.520287 -3.501732 8.673562 -1.8 1.1 -1.5 0.092
N 2.247881 -1.097842 4.907733 -1.8 -2.0 -0.2 0.188
H -1.786058 -3.769812 1.027314 -0.5 -2.1 2.4 0.106
H 6.754460 -2.121504 -3.215264 -0.1 -0.3 0.3 0.046
H 1.469200 4.050437 -4.680183 -0.1 -0.2 0.3 0.047
H -6.127180 4.814427 -5.558268 0.0 0.2 -0.1 0.080
H -5.529977 7.245735 -6.905097 0.2 -0.3 0.5 0.091
C -4.300911 0.729703 3.735440 -0.3 0.5 0.9 -0.084
H -1.497394 -4.922246 7.683124 1.3 1.6 -1.5 0.127
Cl -3.338362 -2.754470 6.411725 1.6 -0.7 -0.6 0.525
C -3.152151 6.788835 -3.750484 -0.3 -0.1 -0.2 -0.158
H 3.577968 -6.499285 3.606700 -0.1 0.2 -0.1 0.088
O -2.818460 0.614850 3.624286 -1.2 -2.8 -0.5 -0.397
H -1.810693 1.032731 -0.526959 0.2 0.0 -0.4 0.065
H -3.321223 -4.037195 2.284630 2.6 1.8 -0.1 0.092
N 0.453458 -3.014714 4.779692 2.5 3.2 -0.8 0.078
H 2.628960 -4.053893 2.510665 0.0 -0.6 -0.2 0.076
H -3.046414 7.823733 -3.416883 0.1 -0.2 0.0 0.084
O 4.928229 -1.303261 -4.421086 0.2 0.6 0.2 -0.137
O 1.481102 -0.592894 -3.080486 0.2 -0.1 0.7 -0.147
C 1.090318 -1.662763 4.430744 -3.1 -1.3 -0.7 -0.283
H 3.460620 -2.717766 -4.700559 0.0 -0.2 0.0 0.079
C 0.780399 -0.244847 -4.260388 -0.3 0.1 0.0 -0.160
C -1.068622 -2.962600 4.534934 0.0 -1.7 0.2 -0.360
H -4.058601 4.214361 6.275490 -0.1 -0.2 0.0 0.083
H -1.536430 0.118185 -2.032784 0.1 -0.1 0.1 0.092
C -0.278132 -3.001287 7.942498 0.8 -1.2 0.5 -0.164
H 8.648336 -1.773609 -1.973129 0.1 0.1 0.3 0.080
H 2.294954 7.619797 -2.981996 0.2 0.0 0.2 0.080
C -6.281548 5.545042 -6.355676 -0.1 0.1 -0.2 -0.157
H 7.938284 -2.455636 -8.137962 0.0 0.1 0.2 0.081
H -6.106762 5.067781 -7.323106 -0.2 -0.2 0.1 0.078
O -0.792203 -0.743693 -0.327791 0.4 -0.6 0.7 -0.145
H 2.862955 -0.417022 4.404219 -1.4 -0.6 0.5 0.143
Cl 0.445037 0.584454 3.281487 0.0 -0.5 -1.6 0.624